1.
Molecular formula: C25H62N4NaO6
Method: DFT, ωB97M-V/def2-TZVPD

CARTESIAN COORDINATES (ANGSTROEM)
Na 0.765 1.964 -3.280
C -2.614 -1.839 -3.628
C -1.578 -0.945 -3.092
O -1.953 0.312 -2.778
H -2.920 -1.441 -4.596
H -3.537 -1.999 -3.071
H -2.293 -2.841 -3.915
H -0.719 -0.988 -3.761
H -1.177 -1.478 -2.230
C 0.643 -0.689 -1.193
C 0.989 0.764 -1.711
O -0.176 1.542 -1.879
H -0.140 -0.857 -0.453
H 1.526 -1.207 -0.817
H 0.272 -1.304 -2.014
H 1.472 0.647 -2.681
H 1.864 1.205 -1.234
C -0.423 -2.171 -0.337
C -0.780 -3.551 -0.896
C -2.246 -4.146 -0.704
O -2.375 -4.450 0.671
C -3.452 -5.240 1.070
N -0.608 -3.455 -2.356
H -0.953 -1.346 -0.811
H 0.627 -2.028 -0.591
H -0.434 -2.087 0.750
H -0.008 -4.288 -0.675
H -2.472 -5.020 -1.314
H -2.963 -3.389 -1.023
H -3.484 -6.046 0.337
H -4.437 -4.775 1.025
H -3.200 -5.665 2.042
H 0.342 -3.192 -2.575
H -1.314 -2.797 -2.654
C -0.232 5.163 -0.304
C -0.109 3.669 -0.418
C -1.354 2.972 0.309
O -1.327 1.589 0.100
C -0.383 0.796 0.889
N -0.041 3.290 -1.841
H 0.673 5.698 -0.596
H -0.284 5.344 0.770
H -1.027 5.705 -0.815
H 0.802 3.608 0.176
H -2.285 3.205 -0.208
H -1.577 3.260 1.337
H -0.888 0.624 1.840
H 0.643 1.150 0.992
H -0.372 -0.163 0.372
H 0.464 2.427 -1.981
H 0.391 3.988 -2.429
C -4.630 2.466 1.237
C -3.451 2.133 0.382
C -3.309 0.626 0.125
O -2.211 0.394 -0.705
C -1.884 -0.948 -0.897
N -3.604 2.904 -0.862
H -4.616 3.525 1.496
H -4.514 1.959 2.195
H -5.538 2.106 0.751
H -2.530 2.616 0.710
H -4.146 0.156 -0.391
H -3.335 0.129 1.094
H -1.715 -1.446 0.057
H -0.904 -1.088 -1.353
H -2.709 -1.422 -1.429
H -4.508 2.561 -1.154
H -3.739 3.883 -0.657
C 1.947 -1.337 2.754
C 2.903 -1.161 1.602
C 2.073 -0.469 0.486
C 1.926 0.980 0.671
C 3.353 1.596 0.777
C 4.234 1.052 1.897
N 4.121 -0.445 1.886
O 4.862 -1.096 2.862
C 5.746 1.397 1.772
C 3.701 1.674 3.227
C 3.321 -2.517 1.112
H 2.438 -1.943 3.515
H 1.117 -2.016 2.559
H 1.590 -0.434 3.249
H 2.617 -0.643 -0.442
H 1.079 -0.878 0.301
H 1.347 1.196 1.568
H 1.413 1.437 -0.175
H 3.227 2.668 0.933
H 3.834 1.492 -0.195
H 6.082 2.433 1.733
H 6.311 0.816 2.502
H 5.959 0.935 0.808
H 2.619 1.610 3.342
H 4.181 1.144 4.050
H 3.934 2.732 3.350
H 4.135 -2.500 0.387
H 2.613 -3.212 0.659
H 3.653 -3.162 1.925
H 5.671 -1.429 2.465

**LUMO**: 0.05607 hartree
**Strongest force on any atom**: 19.12 eV Å⁻¹
**E_tot**: -1820.36246 a.u.
**HOMO level**: -0.0794 hartree
**Net charge**: -1

---

2.
Molecular formula: C22H42GdNOP3S
Method: DFT, ωB97M-V/def2-TZVPD

CARTESIAN COORDINATES (ANGSTROEM)
Gd 1.132 -0.148 -0.181
P -1.762 -0.366 0.566
P -0.226 -1.275 -2.556
P 0.563 1.701 2.185
H 5.442 3.773 -5.138
C 5.943 3.833 -4.171
C 6.324 2.741 -3.503
H 6.205 1.739 -3.929
C -2.622 1.086 -0.141
C -2.717 -1.750 -0.171
C -2.395 -0.423 2.284
C 1.126 -1.033 -3.755
C -0.900 -2.883 -3.124
C -1.492 -0.126 -3.261
C 2.164 2.587 2.160
C 0.270 1.544 3.998
C -0.602 3.090 1.807
H 6.189 4.832 -3.796
H 6.834 2.852 -2.542
H -3.699 0.988 0.029
H -2.414 1.145 -1.211
H -2.247 2.007 0.309
H -3.795 -1.567 -0.060
H -2.454 -2.684 0.342
H -2.466 -1.859 -1.236
H -3.366 0.089 2.328
H -1.689 0.069 2.969
H -2.512 -1.470 2.598
H 0.834 -1.444 -4.728
H 2.023 -1.544 -3.388
H 1.360 0.033 -3.838
H -1.572 -2.735 -3.984
H -1.444 -3.383 -2.315
H -0.061 -3.529 -3.415
H -1.716 -0.409 -4.300
H -1.086 0.893 -3.229
H -2.417 -0.151 -2.672
H 2.193 3.275 3.013
H 2.287 3.133 1.215
H 2.981 1.859 2.233
H 0.838 2.315 4.538
H 0.621 0.555 4.326
H -0.796 1.646 4.248
H -0.232 4.045 2.208
H -1.596 2.876 2.225
H -0.683 3.173 0.717
C 2.793 2.177 -1.877
C 2.003 3.156 -2.538
C 2.364 4.500 -2.436
C 3.491 4.869 -1.685
C 4.357 3.886 -1.206
C 4.093 2.549 -1.444
O 2.337 0.960 -1.588
H 0.092 1.374 -0.869
H 1.090 2.823 -3.031
H 1.746 5.267 -2.909
H 3.732 5.916 -1.478
H 5.284 4.205 -0.715
H 4.849 1.776 -1.300
S 1.657 -2.373 1.605
C 0.282 -3.288 2.051
N -0.118 -3.301 3.378
C -1.285 -3.877 3.812
C -2.094 -4.524 2.900
C -1.667 -4.642 1.569
C -0.470 -4.061 1.161
H 0.480 -2.813 4.042
H -1.499 -3.793 4.877
H -3.059 -4.921 3.211
H -2.277 -5.187 0.845
H -0.126 -4.110 0.132

**<S²>**: 16.662
**LUMO (alpha / beta)**: -0.38148 / -0.44081 hartree
**Strongest force on any atom**: 2.66 eV Å⁻¹
**E_tot**: -3180.22434 a.u.
**HOMO level (alpha / beta)**: -0.5989 / -0.5968 hartree
**2S+1**: 8
**Energy relative to the best compared isomer or geometry (same formula, charge and spin)**: 5.061 eV
**Net charge**: +3